(1)
C22H45O9P | ωB97M-V/def2-TZVPD

Geometry as XYZ:
```
77
Properties=species:S:1:pos:R:3:mulliken_charge:R:1
C 1.1353 1.9731 -2.7841 -1.301
C 1.7581 0.4411 -2.6043 0.975
C 3.1402 0.3491 -3.5235 -1.096
C 0.7042 -0.6420 -3.2616 -0.673
O 0.0894 -1.5644 -2.2946 -0.305
P 1.2677 -2.5216 -1.4427 0.727
O 2.6904 -2.6033 -2.1254 -0.623
O 0.6415 -4.1836 -1.4385 -0.460
O 1.2697 -1.9898 0.2151 -0.084
C 2.5167 -2.3393 0.9153 -0.203
C 3.3422 -0.9437 1.1603 -0.068
O 2.8634 0.0163 1.9877 -0.423
H 1.9037 2.7696 -2.3711 0.307
H 0.1075 1.9638 -2.2114 0.319
H 0.8851 2.1115 -3.9305 0.315
H 1.9471 0.2946 -1.4571 -0.062
H 4.0631 0.7561 -2.9214 0.287
H 2.9113 1.0178 -4.4854 0.299
H 3.3529 -0.7630 -3.9006 0.271
H -0.1902 0.0111 -3.7067 0.304
H 1.1732 -1.1877 -4.2139 0.286
H 1.3674 -4.7975 -1.0654 0.312
H 3.1346 -3.2052 0.4266 0.412
H 2.1945 -2.7312 1.9955 0.175
H 4.3416 -0.8019 0.5399 0.306
C 0.6256 4.2225 3.6419 0.115
C 1.0056 2.7965 3.3375 -0.540
C 2.4846 2.9188 3.0422 -0.262
O 2.9765 4.0139 3.8271 -0.437
C 1.8553 4.7312 4.3618 -0.529
H -0.2863 4.3170 4.2369 0.370
H 0.4842 4.7767 2.7063 -0.356
H 0.8525 2.1740 4.2270 0.274
H 0.4405 2.3573 2.5114 0.360
H 2.6611 3.1575 1.9881 0.211
H 3.0385 2.0092 3.2916 0.213
H 1.8033 4.5176 5.4349 0.312
H 2.0066 5.8057 4.2267 0.292
C -2.4887 -4.8858 -2.6138 -0.047
C -3.9666 -5.1797 -2.5986 -0.527
C -4.0715 -6.3270 -3.5796 -0.480
O -2.8351 -7.0503 -3.5079 -0.439
C -1.8924 -6.2684 -2.7614 -0.308
H -2.1355 -4.3622 -1.7219 0.024
H -2.2406 -4.2761 -3.4908 0.195
H -4.2678 -5.5143 -1.5989 0.201
H -4.5882 -4.3242 -2.8746 0.354
H -4.1867 -5.9630 -4.6061 0.258
H -4.9045 -6.9984 -3.3519 0.301
H -1.7585 -6.7487 -1.7860 0.207
H -0.9297 -6.2574 -3.2800 0.231
C -2.6307 -4.5215 2.6649 -0.500
C -2.4421 -3.0384 2.4763 -0.580
C -1.0012 -2.8462 2.8965 -0.177
O -0.3098 -4.0624 2.5802 -0.389
C -1.2803 -5.0670 2.2548 -0.132
H -3.4543 -4.9378 2.0794 0.326
H -2.8165 -4.7404 3.7231 0.252
H -2.5597 -2.7815 1.4169 0.201
H -3.1404 -2.4290 3.0555 0.362
H -0.9202 -2.6870 3.9770 0.277
H -0.5233 -2.0068 2.3833 0.144
H -1.2336 -5.2386 1.1738 -0.039
H -1.0312 -6.0003 2.7673 0.272
C 0.2279 8.1481 0.2906 -0.535
C -1.2500 7.8541 0.3059 -0.526
C -1.3549 6.7069 -0.6752 -0.446
O -0.1184 5.9836 -0.6035 -0.379
C 0.8243 6.7654 0.1431 0.062
H 0.5811 8.6717 1.1826 0.330
H 0.4760 8.7578 -0.5864 0.267
H -1.5511 7.5196 1.3056 0.262
H -1.8715 8.7097 0.0299 0.325
H -1.4701 7.0709 -1.7016 0.288
H -2.1879 6.0355 -0.4475 0.264
H 0.9582 6.2852 1.1185 -0.215
H 1.7869 6.7765 -0.3755 0.293
```

Output
Frontier orbital gap = 0.3193 Ha
SMILES = CC(C)CO[P@](=O)(O)OCC=O.C1CCOC1.C1CCOC1.C1CCOC1.C1CCOC1
LUMO energy = -0.453 eV

***

(2)
ClH20O14 | ωB97M-V/def2-TZVPD

Geometry as XYZ:
```
35
Properties=species:S:1:pos:R:3:mulliken_charge:R:1
Cl -0.7017 0.8157 -0.2659 1.531
O -1.5747 0.7497 -1.5069 -0.701
O -0.6357 -0.5943 0.2751 -0.372
O 0.7263 1.2147 -0.6749 -0.721
O -1.2377 1.7727 0.7681 -0.810
O -3.5667 0.0287 1.5761 -0.657
H -3.2577 -0.2053 2.4661 0.313
H -3.1927 0.8417 1.3571 0.275
O 2.9903 -0.4413 -1.6339 -0.652
H 2.3993 0.1777 -2.0199 0.327
H 2.5843 -1.3203 -1.7599 0.296
O 2.2733 0.0517 1.4561 -0.615
H 2.7873 -0.6083 1.0261 0.270
H 1.7873 0.4717 0.7351 0.354
O 0.8363 0.8837 -3.1579 -0.684
H 0.3513 0.9917 -2.3909 0.341
H 0.4403 0.2107 -3.6979 0.322
O 3.1423 3.1537 -1.3339 -0.629
H 2.3103 2.8477 -1.6869 0.310
H 3.6973 2.7657 -2.0359 0.310
O -3.0147 -1.8113 -0.2019 -0.719
H -2.1237 -1.5373 -0.1199 0.386
H -3.4167 -1.1113 0.3881 0.451
O 0.3393 -1.0873 3.0521 -0.713
H -0.1637 -1.2853 2.2881 0.301
H 0.9783 -0.4973 2.7071 0.413
O -1.1197 -1.6443 -2.6659 -0.606
H -0.2117 -1.6583 -2.4329 0.269
H -1.4747 -0.7493 -2.6009 0.331
O 0.5603 2.5667 2.6861 -0.597
H 0.1123 2.8257 3.4681 0.269
H -0.0917 2.3527 2.0401 0.426
O -1.1927 -3.3413 1.1101 -0.578
H -0.9937 -3.6033 2.0341 0.288
H -0.3477 -3.2283 0.7541 0.272
```

Output
Frontier orbital gap = 0.3383 Ha
Net charge = -1
LUMO energy = 2.728 eV

***

(3)
C8H4O3S2 | ωB97M-V/def2-TZVPD

Geometry as XYZ:
```
17
Properties=species:S:1:pos:R:3:mulliken_charge:R:1
C -0.6241 -0.1312 -0.3918 -0.581
C -0.2006 0.7949 0.5629 -0.326
C 0.3252 -0.7632 -1.2004 -0.398
C 1.0774 1.2144 0.6999 -0.692
C 1.6068 -0.2368 -1.1650 0.116
C 2.0261 0.7757 -0.2348 0.846
C 2.6416 -0.4161 -2.1777 0.561
C 3.3143 1.3060 -0.3461 -0.592
O 2.6537 -1.0094 -3.2307 -0.616
O 0.3574 -1.1317 -5.0548 -0.405
O 0.6826 0.6881 -3.4018 -0.447
S 4.1618 0.4876 -1.5253 0.000
S 1.1819 -0.0879 -4.5585 0.718
H -1.5701 -0.5522 -0.3816 0.455
H -1.0854 1.1291 1.1326 0.317
H 0.1267 -1.4191 -1.9838 0.507
H 1.2889 1.9938 1.3549 0.536
```

Output
Frontier orbital gap (alpha / beta) = 0.2458 / 0.2458 Ha
LUMO energy (alpha / beta) = -2.196 / -2.197 eV

***

(4)
C5H13NO2 | ωB97M-V/def2-TZVPD

Geometry as XYZ:
```
21
Properties=species:S:1:pos:R:3:mulliken_charge:R:1
C -0.9344 -0.3826 -1.5253 -1.231
N 0.6499 -1.3093 0.7933 -0.375
C 1.0465 -0.1556 -0.0379 0.812
C -0.1081 0.5971 -0.6933 -0.525
C 3.5011 -0.2738 0.5003 -0.765
C 2.3415 0.2740 -0.1189 -0.210
H -0.3840 -0.7584 -2.4043 0.409
H -1.1336 -1.1977 -0.8585 0.364
H -1.8412 0.0804 -1.8682 0.308
H -0.1830 -1.0890 1.3104 0.175
H 1.3406 -1.4432 1.4438 0.318
H 0.2941 1.3712 -1.3075 0.467
H 3.4716 -1.1733 1.0727 0.274
H 4.4491 0.1952 0.3687 0.266
H 2.5679 1.1554 -0.7331 0.274
H -0.7333 1.0912 0.0471 0.352
H -3.7851 1.9371 0.2841 0.272
O -2.9944 1.5298 -0.0509 -0.717
H -2.6394 -0.7239 1.9964 0.101
H -2.7661 0.7413 0.5473 0.386
O -2.1598 -0.4658 1.2340 -0.954
```

Output
Frontier orbital gap = 0.1748 Ha
LUMO energy = -2.780 eV

***

Across the entries above, ΔE to the lowest compared entry with this formula, charge and spin takes the values 33.6 192.1 144.5 463.4 kJ/mol, respectively.
Across the entries above, calculated total energy takes the values -1883.6076 -1525.3446 -1329.2193 -403.4001 hartree, respectively.